The following is a DFT calculation (the ωB97M-V functional and the def2-TZVPD basis) of a structure of composition C30H22BrN2O4PPdS at a distorted geometry.

Each line ends with the natural charge from an NBO analysis.
Positions of all 62 atoms, in Å:
C 6.256 0.363 -2.164  -0.215
N 0.363 -1.208 1.958  -0.527
O 2.727 1.286 0.948  -0.653
H -4.359 -3.613 1.047  0.215
O 3.133 -0.575 -3.164  -0.943
C 3.318 0.710 0.038  0.641
H 6.505 -0.256 -3.015  0.233
H -1.514 -1.522 -2.417  0.227
H -3.851 -4.834 -1.043  0.217
H -5.029 3.895 2.479  0.219
C 0.718 -2.480 2.116  0.171
C -3.457 -3.839 -0.886  -0.203
H 0.547 -4.330 3.201  0.251
H 0.895 2.673 -4.478  0.214
S 3.687 -0.855 -1.866  2.310
C 6.810 2.107 -0.577  -0.206
C -1.084 2.280 -3.752  -0.230
H 5.304 2.586 0.905  0.233
H -1.099 2.364 1.753  0.223
H -0.778 0.330 2.694  0.216
C 0.233 -3.301 3.119  -0.327
H -2.928 1.774 -2.751  0.214
C -1.163 1.029 -1.748  -0.339
C 5.042 0.244 -1.520  -0.224
C 0.217 0.963 -1.657  -0.112
C -2.701 1.362 0.733  -0.395
H 7.523 2.839 -0.220  0.216
C -2.435 -1.282 -0.489  -0.393
C 0.977 1.577 -2.654  -0.229
C -3.228 -1.881 0.486  -0.205
H -2.591 3.984 2.873  0.219
C -2.662 -3.247 -1.860  -0.204
C -4.376 3.184 1.990  -0.196
H -1.771 -3.079 5.548  0.486
C -3.009 3.234 2.213  -0.213
C -1.847 1.702 -2.754  -0.220
C -0.677 -2.764 4.017  0.365
Pd 0.633 -0.037 -0.010  0.575
C -4.077 1.314 0.509  -0.187
P -1.578 0.274 -0.166  1.053
O -1.155 -3.564 4.989  -0.640
N 2.742 -0.287 -0.668  -0.959
H 2.057 1.562 -2.641  0.233
C -2.171 2.323 1.588  -0.139
C -4.910 2.225 1.139  -0.208
H -4.492 0.568 -0.158  0.226
H -3.451 -1.355 1.408  0.216
C -2.147 -1.976 -1.665  -0.132
C -0.510 -0.708 2.838  0.076
C -3.740 -3.155 0.285  -0.211
H 8.105 1.444 -2.149  0.217
H -5.977 2.188 0.962  0.220
C 0.312 2.210 -3.691  -0.177
Br 1.960 -3.177 0.884  0.145
C 5.581 1.974 0.057  -0.160
O 4.083 -2.213 -1.605  -0.946
C 4.700 1.026 -0.432  -0.162
H -1.752 -0.960 4.559  0.224
C 7.142 1.314 -1.673  -0.195
C -1.053 -1.428 3.878  -0.342
H -2.434 -3.779 -2.774  0.220
H -1.561 2.799 -4.573  0.213

The value obtained for the electronic energy is -5008.341199 Ha. As for the multiplicity: 1. The calculation puts the HOMO energy at -8.4 eV. As for the energy above the lowest of the compared OMol25 structures with the same formula, charge and spin: 0.0 kJ/mol. For the orbital gap, the calculation gives 8.596 eV.

The following is a DFT calculation (the ωB97M-V functional and the def2-TZVPD basis) of a cluster of 2 separate species, CH4N3O3 in total at a distorted geometry.

Each line ends with the natural charge from an NBO analysis.
Positions of all 11 atoms, in Å:
H 1.951 -0.349 -1.763  0.439
H 1.063 1.168 -1.868  0.454
N 1.193 0.272 -1.438  -0.631
H -1.859 2.276 1.783  0.288
C 0.234 -0.176 -0.746  0.454
N -1.083 1.675 1.645  0.012
O -0.155 -2.356 -0.793  -0.241
O -0.518 1.952 0.599  -0.270
O -0.318 -1.195 1.087  -0.446
N 0.007 -1.361 -0.161  0.402
H -0.514 -1.906 1.654  0.541

The value obtained for the electronic energy is -429.912757 Ha. As for the multiplicity: 1. The charge is +1. The calculation puts the HOMO energy (spin up / spin down) at -13.5 / -13.5 eV. As for the energy above the lowest of the compared OMol25 structures with the same formula, charge and spin: 750.7 kJ/mol. For the orbital gap (spin up / spin down), the calculation gives 7.165 / 7.161 eV.

The following is a DFT calculation (the ωB97M-V functional and the def2-TZVPD basis) of a structure of composition C50H71F3KN3O4P2Se2.

Each line ends with the Löwdin charge.
Positions of all 136 atoms, in Å:
C -3.874 -1.101 -4.514  -0.557
C -1.722 -2.434 -3.970  0.018
H 4.548 -2.018 5.029  0.123
C 0.978 -2.968 -5.104  -0.052
C 5.712 -1.078 -1.645  -0.591
C 4.529 2.668 0.462  -0.268
H -6.173 -0.859 -0.527  0.074
C 1.246 -1.274 5.075  0.003
H 2.818 3.110 -2.387  0.011
C -2.735 -1.524 -3.582  -0.170
O 0.376 -2.566 -1.049  -0.192
H -3.861 0.988 -3.874  0.074
C 1.742 3.133 -2.547  -0.313
H -7.806 0.783 1.476  0.080
H -5.879 -0.134 3.724  0.074
C 3.544 -1.811 4.687  0.015
C 1.083 -1.241 3.701  -0.140
C -5.221 -1.405 -3.845  -0.054
H 5.108 -1.556 -3.646  0.044
C 3.280 -1.753 3.323  -0.123
C 1.110 3.727 0.140  -0.383
H -1.781 -2.859 -4.963  0.087
H 0.113 -1.019 3.272  0.089
H 4.358 1.273 3.171  0.002
H -0.616 2.493 5.133  0.086
H -3.917 -2.915 -5.725  0.085
H -3.946 3.416 3.952  0.082
C 2.738 -1.644 7.052  -0.576
H 2.864 2.006 3.795  0.031
C -2.051 2.414 3.519  -0.529
H -1.024 3.581 -2.151  0.026
C -1.501 3.658 2.810  -0.035
H -3.619 2.014 4.990  0.084
C 0.482 5.918 0.983  -0.109
P 0.903 2.366 -1.109  0.881
H 1.716 -3.607 -5.598  0.081
H -5.763 -2.178 0.576  0.092
C -0.633 -2.784 -3.210  -0.064
C -3.830 -1.834 -5.855  -0.073
H 4.087 -1.883 2.608  0.016
H -6.593 1.476 0.386  0.089
C -0.940 1.780 4.370  -0.039
H -4.588 0.720 -5.463  0.077
C -2.561 1.426 2.470  -0.069
H -0.669 3.407 2.155  0.060
C 2.509 -1.564 5.568  -0.125
H -0.280 5.057 -0.809  0.087
H 1.397 4.157 -2.724  0.032
P 3.046 2.036 1.354  0.901
C 0.386 4.915 0.033  -0.115
C -6.747 1.034 1.372  -0.050
C -1.124 -3.568 2.179  -0.141
C 3.678 2.124 3.077  -0.300
H 0.415 -1.072 5.735  0.114
N -0.550 -3.291 1.209  0.037
F 1.919 -0.824 7.743  0.124
C -3.591 -0.395 0.488  0.037
H -1.040 -4.873 -4.978  0.066
C -2.627 -0.966 -2.338  0.002
C -4.414 0.145 1.404  -0.162
K 1.390 -0.582 0.220  0.449
H -2.732 3.522 5.225  0.081
F 2.517 -2.889 7.530  0.130
H 5.358 1.986 0.667  -0.003
O -0.407 1.096 1.512  -0.043
H -2.827 0.651 -5.259  0.091
H -0.092 -2.999 0.262  0.008
C -6.133 -0.833 2.926  -0.046
H 1.367 -4.575 -2.088  0.085
H -7.380 -1.469 0.610  0.082
H 0.525 -5.660 -4.739  0.077
C -5.885 -0.226 1.538  -0.560
F 3.995 -1.320 7.400  0.132
H 5.774 0.949 -2.308  0.084
H -4.562 1.526 3.062  0.087
C -0.221 -5.015 -4.269  -0.059
H -5.528 -1.731 3.063  0.094
C -2.177 -0.087 0.472  -0.183
C 1.989 3.562 1.228  -0.376
N -1.304 -0.635 -0.318  0.143
H 2.725 4.465 3.033  0.082
H -3.306 -0.180 -2.030  0.107
C 0.430 -3.686 -3.859  -0.526
O 7.580 0.548 -1.343  -0.131
C -6.318 -1.244 0.484  -0.063
C -3.782 0.406 -4.793  -0.051
H 4.165 -1.426 -0.226  0.040
C 1.641 -4.011 -2.978  -0.058
H 4.241 3.034 3.298  0.030
C -0.531 -2.239 -1.883  -0.268
H -6.510 1.791 2.120  0.073
Se 3.110 -0.182 -2.877  0.377
H -1.308 0.885 4.879  0.087
C -3.863 1.091 2.362  0.033
H -0.618 -5.534 -3.393  0.085
H 2.153 -3.104 -2.667  0.043
H -7.186 -1.104 3.038  0.080
O 6.134 -3.346 -0.752  -0.115
H -1.509 2.571 -0.766  0.029
H 6.884 -2.665 -2.511  0.120
H 4.234 -2.415 -2.383  0.040
H -4.664 -1.502 -6.478  0.078
N 2.072 -1.469 2.838  0.050
H -5.316 -0.872 -2.897  0.062
C 1.323 5.743 2.071  -0.110
C -0.851 2.635 -1.634  -0.281
C 2.068 4.581 2.180  -0.105
H -3.936 -1.154 -0.198  0.101
H 2.332 -4.614 -3.574  0.085
C 6.490 0.132 -2.164  -0.248
H -2.905 -1.630 -6.395  0.084
C -1.606 0.821 1.509  -0.277
H -0.104 6.825 0.878  0.093
H 1.555 2.510 -3.423  0.016
H 4.342 2.660 -0.614  0.026
Se 6.135 -0.766 1.335  0.456
C -3.162 2.860 4.471  -0.075
H 0.193 -2.737 -5.829  0.068
H 7.342 0.345 -0.418  -0.043
C 6.669 -2.268 -1.513  -0.258
H -5.315 -2.472 -3.638  0.089
C 5.025 -0.751 -0.305  -0.602
H 7.610 -1.931 -1.068  0.098
H -0.082 1.509 3.764  0.064
H -6.050 -1.100 -4.490  0.078
H 4.574 0.235 -0.428  -0.017
H 4.787 3.678 0.788  0.042
H 1.475 -2.041 -4.810  0.045
H 6.916 -0.104 -3.147  0.119
H 1.402 6.510 2.834  0.094
H 6.098 -2.995 0.156  -0.008
C 4.628 -1.439 -2.669  -0.594
C -1.553 -1.291 -1.482  -0.174
H -2.284 4.135 2.215  0.093
H -1.109 1.819 -2.313  0.029
H -1.145 4.380 3.549  0.086

The value obtained for the electronic energy is -8798.319786 Ha. As for the multiplicity: 1. The charge is -2. The calculation puts the HOMO energy at -1.2 eV. As for the energy above the lowest of the compared OMol25 structures with the same formula, charge and spin: 0.0 kJ/mol. For the orbital gap, the calculation gives 3.820 eV.